1.
A gas-phase ion, C2H7N2 (charge +1), computed with ωB97M-V/def2-TZVPD.

Gap between HOMO and LUMO = 12.0644 eV
HOMO level = -15.7 eV
Relative energy (zero: lowest compared OMol25 entry of this formula, charge and spin) = 0.000 eV
Energy = -5161.466 eV
Strongest force on any atom = 0.010 hartree/bohr

```
! RIJCOSX wB97M-V def2-TZVPD def2/J DEFGRID3
* xyz 1 1
H -2.425 0.800 0.233
N 1.831 0.054 -0.027
H -0.347 1.010 -0.962
H -2.270 -0.656 -0.787
H 2.591 -0.496 0.339
C -1.854 -0.104 0.050
H 0.459 -1.082 0.955
H -1.848 -0.713 0.945
H 2.014 0.782 -0.703
N -0.463 0.279 -0.272
C 0.593 -0.281 0.236
*
```

Löwdin atomic charge list, values in e, 4 entries: atom 1 (H): 0.10, atom 2 (N): 0.20, atom 3 (H): 0.17, atom 4 (H): 0.10



2.
14 unconnected molecules or ions with the total composition C74H190N14O23, computed with ωB97M-V/def2-TZVPD.

Gap between HOMO and LUMO = 8.9082 eV
HOMO level = -8.3 eV
Relative energy (zero: lowest compared OMol25 entry of this formula, charge and spin) = 0.812 eV
Energy = -147754.857 eV
Strongest force on any atom = 0.082 hartree/bohr

```
! RIJCOSX wB97M-V def2-TZVPD def2/J DEFGRID3
* xyz 0 1
C 0.327 -0.434 -0.800
H -2.956 4.463 -3.877
O 1.668 -2.280 -0.326
O -3.804 6.083 -5.839
H -3.638 -1.127 -7.131
C 5.783 -4.627 1.788
H -4.714 1.187 7.332
C 3.912 1.129 -0.784
H -5.113 7.156 -4.775
H -0.414 -2.553 -0.757
H 6.035 1.250 -0.491
H 1.984 -3.210 1.514
N 4.940 1.210 1.408
H 4.004 6.673 1.122
C -1.512 -7.483 0.188
C 1.063 0.328 3.123
H 4.079 -4.938 3.879
C -5.514 1.650 4.753
C -2.008 5.012 -3.754
H -4.026 -8.763 -2.539
C -0.957 -5.542 1.627
C -9.079 2.448 -3.588
H 3.179 -7.286 1.875
O -6.420 0.921 5.540
H -3.028 -2.044 9.375
H 7.149 -0.834 0.996
H 0.023 -1.873 0.817
H -9.407 3.362 -3.074
H -1.744 -2.338 -7.097
H 0.087 6.200 -3.832
H 3.916 0.042 -0.819
H 4.302 5.449 -0.906
O -0.071 3.273 4.191
N -3.087 -0.914 -6.327
C -2.820 -0.981 9.314
N -2.406 -0.747 2.468
H -8.173 0.533 -2.884
H -2.857 -7.130 -1.415
C 1.900 4.177 -2.057
C -2.938 1.461 6.696
H 7.683 0.815 -3.838
H 5.351 -6.253 4.076
C 3.216 -3.092 -3.411
H -1.309 0.690 7.881
H -2.083 5.660 -2.895
H 1.901 1.024 -3.338
H -6.608 2.656 -2.874
C -2.701 6.805 -5.360
H 0.561 -0.505 -1.873
N 6.245 2.361 -4.399
H 7.063 3.105 -2.125
H -1.141 -7.655 -1.786
O -2.573 -9.125 -1.126
H -1.135 -0.546 -4.721
H 2.104 -0.360 4.790
H 0.773 4.038 -5.938
H 3.638 -6.936 -2.784
H -3.462 -1.549 -5.625
H 5.298 2.241 -6.273
H -1.572 1.386 -2.232
N -7.107 2.172 -2.144
H -3.426 -0.528 10.093
C -8.194 5.440 4.553
H 2.884 6.477 2.432
H -2.058 0.032 1.966
C -0.977 -0.392 -7.570
C 4.156 -4.963 -2.245
H 6.072 5.429 -1.310
H -2.576 1.450 8.838
H -2.279 4.577 0.843
H -2.234 -0.664 3.477
H -0.089 -0.812 -8.003
H -1.666 -1.994 -2.499
H 3.964 1.408 -1.840
H -1.429 5.142 -5.758
C -2.028 -7.782 -1.151
C 5.452 -4.639 5.493
N -1.177 -6.066 0.306
C 0.307 -1.847 -0.246
N -8.295 4.647 -0.157
C -4.791 2.547 5.723
H 2.868 4.618 -1.894
C 7.194 -4.192 6.940
H -6.586 -0.708 4.173
H 6.773 -7.831 -2.033
H -0.343 -5.942 -0.287
H -2.263 2.180 6.271
O -7.746 4.603 3.479
C 2.220 -7.275 2.393
H 4.729 -4.946 6.277
H 6.699 1.198 -6.033
C -8.217 5.146 2.217
C 6.775 -4.079 0.769
H -5.808 6.304 -6.217
H 0.739 -0.136 2.154
H -3.811 -10.496 -2.019
H -4.902 7.747 -6.389
C -1.651 5.818 -4.939
C 6.307 -8.519 -0.009
H -9.038 1.577 -1.709
H 7.341 -3.159 6.588
H 2.083 -0.141 -4.620
H 1.478 -4.285 0.227
H -0.703 -8.138 0.530
H -3.186 1.689 -0.215
H -1.189 0.272 0.404
H -6.119 5.835 0.572
O 6.752 -4.999 5.877
H -3.945 3.130 5.224
H 1.841 -8.287 2.316
O -4.304 1.727 -2.812
H -9.125 4.694 -5.010
H 3.056 1.513 -0.169
H 5.984 -7.948 2.460
H 0.031 -1.779 -5.411
C 8.950 2.675 -0.471
C -2.427 0.842 7.916
H 2.179 4.934 -4.065
H 3.449 -4.998 -1.504
H 2.472 -7.105 3.460
C -3.302 -9.554 -2.236
C 4.579 -6.402 -2.535
H 6.413 1.097 -2.680
H 3.119 -2.875 4.052
H 4.293 -7.026 -0.727
C -3.469 1.294 -3.876
H 3.141 -3.570 0.254
H 4.947 -4.314 -1.923
H 7.627 -4.756 0.570
C 1.297 2.596 2.331
C -1.343 -2.787 -3.215
N 6.084 -4.414 3.204
H 8.058 3.159 -0.165
H -4.361 -0.054 -1.749
C 5.353 -8.811 2.214
H -8.048 6.512 4.377
O 0.854 3.277 -4.012
H 4.731 5.268 -2.467
H -2.839 2.089 -4.161
H -0.211 -2.886 -3.030
H -3.001 0.620 5.958
H -2.572 3.264 -0.795
H 5.312 -0.234 -4.402
H -7.789 4.117 -0.872
H 0.134 0.628 3.636
H 1.726 3.202 -1.527
H 3.096 -0.382 -3.205
H -6.002 2.269 3.996
O -8.223 2.876 -4.633
C 0.906 3.757 3.272
H -9.319 4.355 -0.101
C 3.744 -2.059 3.708
C -3.801 -1.093 2.116
N -0.449 6.544 -4.608
C -1.038 -1.459 -5.268
O -1.696 -2.530 -4.555
H -0.107 2.544 -5.680
H -1.796 -3.764 -3.081
C 3.415 5.942 1.664
H -4.100 0.885 -4.686
H 7.094 -4.585 3.388
C -8.827 3.770 -5.485
H 1.988 6.931 -0.270
C 5.935 -8.075 -1.408
C 2.044 3.933 -3.551
H 0.286 -5.919 3.445
C 5.104 1.638 0.022
H 5.443 -3.529 5.394
C 5.806 1.561 -5.538
C 7.870 2.501 -2.596
O -5.443 -2.614 3.028
C 1.512 6.175 0.363
H -1.232 4.282 -3.659
C 0.077 -6.330 2.474
C -7.203 0.006 4.741
H -7.636 3.317 1.406
C -6.166 4.798 0.820
H -2.688 -9.663 -3.090
H 6.826 -7.757 0.535
O 8.646 1.796 -1.562
H -6.745 0.510 -0.901
H 0.004 4.675 -2.243
H -9.662 3.357 -6.033
C -8.366 1.574 -2.609
H 1.972 3.058 1.605
H 4.312 -1.790 4.629
O 5.031 3.616 -1.354
C -1.759 -1.349 -6.623
C 0.472 5.421 -0.475
H -0.407 6.026 -0.542
H 2.699 -2.838 -2.484
O -3.032 -0.489 8.017
H -4.805 0.912 4.363
C -0.617 4.293 5.052
H -1.645 -0.099 -8.373
H -1.948 -5.518 2.202
H -9.302 5.039 2.134
H -7.814 6.183 2.173
H -5.457 0.076 -3.155
H -4.474 -0.210 2.190
O 5.113 -8.768 0.814
O 3.735 1.169 -4.425
C -2.223 3.681 1.495
N 1.937 1.490 3.029
C 5.077 5.017 -1.482
H 2.775 1.279 2.490
O 3.078 -0.990 3.125
H 2.607 -2.800 -4.259
H -1.768 -0.812 9.575
H -8.052 4.111 -6.155
H 1.700 2.561 -5.762
C 2.678 0.387 -3.833
H 9.671 3.440 -0.693
H 4.520 -2.479 3.063
H 0.431 4.529 2.637
N -1.028 0.183 -0.617
H -1.703 3.849 2.448
H 4.055 -2.395 -3.549
H 6.050 3.471 0.466
O 1.326 -6.342 1.808
N 0.852 5.091 -1.857
H -7.732 0.498 3.925
H 5.781 1.373 1.956
C -7.623 4.347 1.068
H -0.676 -4.505 1.403
H 6.271 -4.011 -0.228
H -0.734 0.549 -7.087
H 5.644 -5.708 1.545
H -5.629 1.752 -0.642
H 8.454 3.182 -3.241
O 2.528 5.255 0.831
H -0.260 2.089 -1.173
H 4.383 -8.607 2.671
H -3.088 -2.689 1.003
H 5.767 -9.774 2.489
H -3.282 -2.682 3.174
H -1.589 4.658 4.711
H -7.883 -0.644 5.239
C 7.013 1.593 -3.439
H 4.340 -0.086 -6.001
C -4.219 -2.026 3.264
H -2.963 7.452 -4.517
N -4.228 1.972 6.912
H 6.841 -9.477 -0.094
H -2.328 7.459 -6.178
C 2.073 -3.368 0.448
O 7.224 -2.797 1.248
C 5.114 3.183 0.022
H 1.382 -1.708 3.943
H -0.364 -7.352 2.675
H 9.421 2.065 0.322
H -4.661 -2.079 0.403
C 1.902 -0.750 3.803
H 1.097 0.118 -0.319
H 4.717 0.178 1.441
C 4.790 0.469 -5.124
H -3.134 -1.293 0.069
H 1.026 6.686 1.166
H 7.665 -1.772 -0.493
C 5.169 -5.202 4.151
C 0.804 3.070 -5.432
H -2.400 -7.705 0.920
H -3.255 3.439 1.776
H 8.158 -4.475 7.357
H -2.893 0.354 -3.561
H -4.118 -1.531 4.208
H 0.113 7.046 -5.257
C 7.010 -1.706 0.357
O 3.599 -4.468 -3.467
C -4.993 6.827 -5.766
H 4.778 -4.137 1.638
H -9.247 5.317 4.726
C -5.869 -3.590 4.017
H -9.975 2.013 -4.000
H -7.609 5.184 5.424
H 5.967 -1.887 0.065
H 0.133 4.498 0.116
H 5.431 2.675 -3.869
H 2.923 3.320 -3.643
H -6.929 -3.510 3.902
H -0.767 3.743 5.975
C -1.219 1.484 -1.207
H 6.375 -4.106 7.650
C -3.741 -1.814 0.836
C -5.058 0.654 -2.310
H -5.697 4.347 -0.091
H 4.010 5.226 2.194
H 5.278 -6.440 -3.359
H 5.501 -8.921 -1.969
H -5.520 4.525 1.682
N 5.119 -6.915 -1.315
H 1.752 4.183 3.815
H 0.404 2.345 1.752
H -5.447 -4.583 3.746
C -2.246 2.257 -0.404
H -5.556 3.323 5.994
C -6.152 1.237 -1.457
O -1.661 2.553 0.893
H 4.233 3.509 0.627
H 0.089 5.099 5.189
H -5.592 -3.309 5.065
*
```

Löwdin atomic charge list, values in e, 4 entries: atom 1 (C): -0.16, atom 2 (H): 0.09, atom 3 (O): -0.21, atom 4 (O): -0.18



3.
A molecular structure, C23H20BrCoN8O, computed with ωB97M-V/def2-TZVPD.

Gap between HOMO and LUMO (alpha / beta) = 8.2221 / 8.3366 eV
HOMO level (alpha / beta) = -10.7 / -10.9 eV
Relative energy (zero: lowest compared OMol25 entry of this formula, charge and spin) = 0.000 eV
Energy = -145811.114 eV
Strongest force on any atom = 0.022 hartree/bohr

```
! RIJCOSX wB97M-V def2-TZVPD def2/J DEFGRID3
* xyz 1 4
C -1.182 -1.212 4.477
C -2.311 1.905 0.113
C 2.196 2.269 -0.178
H 3.832 0.955 0.195
C 0.724 2.768 -1.863
H 3.271 3.913 0.696
C 0.993 4.120 -1.779
C 1.546 -2.277 0.922
H 2.351 -3.521 2.449
C -3.320 2.333 -0.702
Co 0.308 -0.039 -0.383
C 0.162 -1.144 -3.549
C 0.812 -4.519 1.304
C -0.051 -4.365 0.230
H -0.697 -5.170 -0.087
C 2.534 3.614 -0.034
H 0.855 0.743 2.628
N -0.688 -0.366 1.871
C -2.041 0.926 -1.778
C -0.154 -0.323 4.199
N -1.735 -0.163 -4.030
H 0.042 2.388 -2.612
H -1.374 -1.543 5.486
H 1.079 -1.697 -3.570
H -2.564 0.135 -4.519
N 2.024 -0.008 0.553
H -4.127 3.012 -0.535
Br -2.776 -1.739 0.714
C -1.388 0.107 -2.749
H 2.129 5.607 -0.720
C -0.757 -0.963 -4.548
H 0.490 4.808 -2.438
C 0.059 0.062 2.886
C -1.971 -1.663 3.431
N -1.524 1.035 -0.562
H 0.842 -5.444 1.860
H -0.732 -3.006 -1.289
C -1.675 -1.197 2.159
O 3.420 -1.178 1.933
C -0.076 -3.151 -0.440
H -0.795 -1.315 -5.557
N -0.240 -0.480 -2.441
H -2.785 -2.353 3.590
H 3.005 1.494 1.662
H 0.485 0.055 4.981
H -3.738 1.795 -2.702
C 2.443 -1.100 1.201
N -3.140 1.705 -1.899
N 1.277 1.866 -1.061
C 2.841 1.177 0.621
N 0.682 -2.121 -0.085
C 1.908 4.556 -0.829
C 1.638 -3.459 1.643
H -2.110 2.166 1.132
*
```

Löwdin atomic charge list, values in e, 4 entries: atom 1 (C): -0.04, atom 2 (C): -0.11, atom 3 (C): -0.24, atom 4 (H): 0.14



4.
A single C8H11F2N molecule, computed with ωB97M-V/def2-TZVPD.

Gap between HOMO and LUMO = 9.0492 eV
HOMO level = -8.1 eV
Relative energy (zero: lowest compared OMol25 entry of this formula, charge and spin) = 0.000 eV
Energy = -15397.552 eV
Strongest force on any atom = 0.010 hartree/bohr

```
! RIJCOSX wB97M-V def2-TZVPD def2/J DEFGRID3
* xyz 0 1
H -2.826 -2.177 -0.603
H 2.898 -1.806 1.631
F -2.860 1.043 1.008
C 0.079 1.190 -0.145
H 3.515 -0.908 -0.527
C -0.451 0.039 -0.562
C -2.783 0.580 -0.306
C 2.893 -0.323 0.142
H 3.475 1.535 -0.712
H -0.569 1.891 0.361
H 1.985 -0.269 2.042
H 1.451 2.703 -0.760
N -1.773 -0.378 -0.494
C 1.429 1.669 -0.429
F 0.309 -0.880 -1.203
H -2.605 1.466 -0.923
C -2.051 -1.716 0.012
H -1.149 -2.320 -0.045
H -2.382 -1.676 1.053
C 2.591 1.017 -0.355
C 2.588 -0.817 1.333
H -3.763 0.137 -0.519
*
```

Löwdin atomic charge list, values in e, 4 entries: atom 1 (H): 0.09, atom 2 (H): 0.05, atom 3 (F): -0.04, atom 4 (C): -0.03



5.
2 unconnected molecules or ions with the total composition C4H14N4O, computed with ωB97M-V/def2-TZVPD.

Gap between HOMO and LUMO = 9.2023 eV
HOMO level = -8.4 eV
Relative energy (zero: lowest compared OMol25 entry of this formula, charge and spin) = 4.172 eV
Energy = -12378.773 eV
Strongest force on any atom = 0.107 hartree/bohr

```
! RIJCOSX wB97M-V def2-TZVPD def2/J DEFGRID3
* xyz 0 1
H -0.526 -0.066 -1.856
H -2.020 -0.945 -1.668
N 1.184 -0.805 0.477
H 3.318 0.634 -0.526
C 1.347 0.670 0.272
H 2.381 2.038 -0.971
H -2.056 0.805 -1.901
H 0.543 1.234 1.927
H -3.372 1.131 0.178
H -2.726 0.387 1.673
N -1.482 0.095 0.037
N 1.222 1.506 1.220
H -0.361 -0.746 1.626
C 2.325 0.962 -0.824
H 1.520 -2.541 -0.404
H 2.735 -2.051 0.608
O 0.486 -1.259 1.637
C -1.515 -0.013 -1.410
N 2.043 -1.733 -0.073
H -0.913 0.649 0.690
H -3.377 -0.648 0.425
H 2.069 0.421 -1.731
C -2.825 0.278 0.594
*
```

Löwdin atomic charge list, values in e, 4 entries: atom 1 (H): 0.06, atom 2 (H): 0.08, atom 3 (N): -0.24, atom 4 (H): 0.08



6.
2 unconnected molecules or ions with the total composition C6H8N2O, computed with ωB97M-V/def2-TZVPD.

Gap between HOMO and LUMO (alpha / beta) = 7.0109 / 7.9374 eV
HOMO level (alpha / beta) = -6.3 / -9.5 eV
Relative energy (zero: lowest compared OMol25 entry of this formula, charge and spin) = 1.793 eV
Energy = -11372.791 eV
Strongest force on any atom = 0.110 hartree/bohr

```
! RIJCOSX wB97M-V def2-TZVPD def2/J DEFGRID3
* xyz 0 3
H 3.379 3.242 -1.044
H -1.560 0.297 1.454
O 0.215 -0.489 0.962
H -1.575 -1.843 -0.554
C 3.454 2.455 -0.295
C -1.870 -0.785 -0.327
C 2.600 -1.200 -0.183
H -3.915 -0.790 -0.881
H -1.340 -0.262 -1.106
C -3.356 -0.710 0.044
N 2.259 -2.205 0.281
C 3.020 0.055 -0.473
H 3.763 2.746 0.684
N 3.180 1.221 -0.326
H -3.711 -1.651 0.562
C -0.954 -0.293 0.772
H -3.590 0.210 0.428
*
```

Löwdin atomic charge list, values in e, 4 entries: atom 1 (H): 0.08, atom 2 (H): 0.11, atom 3 (O): 0.04, atom 4 (H): 0.13



What is the relative energy (zero: lowest compared OMol25 entry of this formula, charge and spin) in the sixth record? 1.793 eV



Look up the energy of the second one. -147754.857 eV



Among the records above, which one has the lowest energy? C74H190N14O23